{
  "formula": "C19H22N2O2",
  "method": "ωB97M-V/def2-TZVPD",
  "homo_lumo_gap_ev": 8.3,
  "e_homo_ev": -8.20,
  "smiles": "CC1(C)N=C(c2ccccc2)[C@@H](c2ccc([N+](C)(C)[O-])cc2)O1",
  "molar_mass_g_mol": 310.397,
  "total_charge": 0,
  "species": ["C", "C", "C", "N", "C", "C", "C", "C", "C", "C", "C", "C", "C", "C", "C", "C", "N", "C", "C", "O", "C", "C", "O", "H", "H", "H", "H", "H", "H", "H", "H", "H", "H", "H", "H", "H", "H", "H", "H", "H", "H", "H", "H", "H", "H"],
  "coordinates": [[4.0081, -1.8883, 0.6675], [2.7004, -2.1131, 1.1097], [2.4429, -3.5104, 1.6655], [2.2894, -1.0929, 2.1050], [1.0509, -0.7949, 1.6993], [0.2148, -0.0879, 2.6867], [-0.9691, 0.5860, 2.2578], [-1.6210, 1.5109, 3.0802], [-1.2382, 1.4966, 4.4406], [-0.1413, 0.6901, 5.0073], [0.5971, 0.0619, 4.0987], [0.7050, -1.4944, 0.4017], [0.0137, -0.5950, -0.6119], [0.5429, 0.5564, -1.1489], [-0.1531, 1.2062, -2.2110], [-1.4049, 0.7541, -2.6074], [-2.2174, 1.5291, -3.6452], [-2.9292, 2.6763, -3.1030], [-1.4285, 1.9249, -4.7483], [-3.0411, 0.8920, -4.1884], [-1.8462, -0.4268, -2.1429], [-1.1010, -1.0601, -1.1888], [1.9026, -2.0143, -0.0100], [4.2174, -0.8099, 0.5738], [4.3241, -2.4106, -0.2071], [4.6858, -2.2632, 1.3540], [3.3763, -3.9071, 2.1627], [1.6073, -3.6044, 2.4414], [2.3642, -4.2650, 0.8119], [-1.3663, 0.6541, 1.3093], [-2.3612, 2.2701, 2.8103], [-1.6154, 2.3136, 5.0030], [0.2676, 0.7615, 6.0606], [1.5882, -0.2231, 4.3472], [0.0310, -2.3068, 0.5462], [1.5546, 0.6627, -0.8985], [0.3488, 2.0445, -2.6225], [-2.4136, 3.0813, -2.2413], [-3.0726, 3.4628, -3.7913], [-3.9944, 2.4156, -2.9074], [-0.9597, 1.0040, -5.2065], [-2.0919, 2.4075, -5.6175], [-0.6012, 2.6254, -4.3450], [-2.7846, -0.7218, -2.4226], [-1.4811, -1.9980, -0.7746]],
  "atomic_forces_ev_per_a": [[3.719, 1.664, -1.124], [-1.897, -1.016, 1.789], [1.017, -2.341, 1.077], [-3.400, -0.303, -2.133], [3.322, -0.923, 3.037], [-2.025, 1.667, 0.367], [1.256, 0.483, 1.840], [1.178, -0.872, 3.169], [1.212, -0.340, -0.137], [-2.196, 2.654, 0.267], [0.864, -1.345, -3.656], [-1.311, 1.752, -0.013], [1.399, -0.174, -0.094], [-1.215, -0.306, -1.712], [1.136, -0.547, 2.099], [1.710, 2.046, -0.368], [4.790, 4.365, 3.416], [-0.935, 1.615, 2.829], [4.357, 2.601, -2.997], [-10.029, -9.307, -4.836], [0.476, 0.717, 0.555], [-2.294, -2.383, 0.855], [-0.660, 1.138, -1.978], [-0.125, -0.407, -0.253], [-0.413, -0.267, -1.062], [1.508, -0.415, 1.842], [-0.934, 0.622, -0.023], [0.968, 0.218, -1.392], [-0.472, 1.168, 0.998], [-0.039, -0.766, -2.444], [0.240, -0.661, -0.410], [-0.586, 0.247, 0.968], [-1.023, 0.182, -1.351], [0.608, -0.886, 0.212], [-0.943, -0.726, 0.705], [1.358, 1.335, 0.211], [0.061, 0.715, -0.473], [-0.079, 0.241, 0.417], [0.548, 0.674, -1.314], [1.176, -0.546, 0.433], [-0.509, 1.040, 0.759], [1.402, -0.901, 2.485], [-0.956, -0.665, -1.312], [-2.131, -1.150, -0.912], [-0.131, 0.105, -0.333]],
  "mulliken_charge": [-1.8511, 1.8362, -1.5828, -0.7193, 0.1699, 0.2562, 0.0008, -0.9225, -0.2285, -0.6399, -0.4734, 0.6613, -0.1984, -0.6450, -1.0405, 0.0602, 1.2598, -1.0174, -0.9659, -0.9318, -0.7530, -0.1731, -0.4773, 0.3630, 0.3842, 0.4598, 0.4038, 0.2950, 0.2967, 0.5090, 0.3748, 0.3586, 0.3024, 0.4216, 0.4802, 0.5348, 0.2985, 0.3208, 0.4050, 0.3046, 0.3060, 0.3270, 0.3405, 0.6815, 0.2078]
}